--- a ---
# C3H8O3

C3H8O3 in the gas phase (ωB97M-V/def2-TZVPD, the Open Molecules 2025 dataset).

The geometry in ORCA input format:
```
! wB97M-V def2-TZVPD RIJCOSX def2/J DEFGRID3
* xyz 0 1
O 1.7729 1.4253 -0.0993
C 1.2039 0.1527 -0.3331
C -0.3380 0.2139 -0.4832
O -0.9250 1.1214 0.4419
C -0.9294 -1.1587 -0.1523
O -0.8564 -1.4101 1.2329
H 1.3999 1.8106 0.7085
H 1.6297 -0.1874 -1.2891
H 1.4557 -0.5732 0.4587
H -0.5858 0.5063 -1.5197
H -0.3096 1.8611 0.5656
H -1.9631 -1.2150 -0.5262
H -0.3401 -1.9347 -0.6578
H -1.2147 -0.6123 1.6531
*
```

As for the structure (SMILES): OCC(O)CO. Its gap between HOMO and LUMO is 10.76 eV. The LUMO energy is 0.56 eV. The molecular weight comes out at 92.094 g mol⁻¹.


--- b ---
# C3H8O3

2 unconnected molecules or ions with the total composition C3H8O3 (ωB97M-V/def2-TZVPD, the Open Molecules 2025 dataset).

The geometry in ORCA input format:
```
! wB97M-V def2-TZVPD RIJCOSX def2/J DEFGRID3
* xyz 0 1
C -0.4563 0.9730 -1.2904
O -0.1556 -0.2784 -0.8900
C 0.5728 1.9972 -0.9937
H -0.7361 1.0153 -2.3298
H -1.3540 1.3030 -0.6778
H 0.3257 -0.7153 -1.6160
H 1.4478 1.7507 -1.6110
H 0.2503 2.8743 -1.4167
H 0.8708 2.0138 0.0078
O 1.0542 -1.6818 1.6254
C 0.0398 -1.9993 2.3939
O -1.2327 -2.5951 2.0481
H 0.2868 -1.6986 3.4826
H -0.9137 -2.9589 1.2677
*
```

As for the structure (SMILES): O=CO.CCO. Its gap between HOMO and LUMO is 10.93 eV. The LUMO energy is 0.84 eV. The molecular weight comes out at 92.094 g mol⁻¹.


The winner here is a, beating the second structure by 117.1 kJ/mol.


--- a ---
# C21H29N3O4S

C21H29N3O4S in the gas phase (ωB97M-V/def2-TZVPD, the Open Molecules 2025 dataset).

The geometry in ORCA input format:
```
! wB97M-V def2-TZVPD RIJCOSX def2/J DEFGRID3
* xyz 0 1
C 4.5087 2.3262 2.7488
C 3.0142 2.1352 2.5436
O 2.8409 1.3070 1.4092
C 1.5694 0.9880 1.0124
C 0.4096 1.4105 1.6307
C -0.8558 1.0433 1.1641
C -0.9425 0.1950 0.0510
C 0.2225 -0.2237 -0.5787
C 1.4715 0.1604 -0.1202
N 2.6636 -0.2401 -0.7218
C 2.8547 -1.0663 -1.7872
O 1.9600 -1.5832 -2.4215
C 4.3256 -1.2776 -2.0981
H 4.8154 -0.3056 -2.1915
H 4.3932 -1.7953 -3.0558
C 5.0303 -2.1131 -1.0174
C 6.5235 -2.2056 -1.3222
H 6.9759 -1.2165 -1.3511
H 7.0303 -2.7917 -0.5591
H 6.6846 -2.6851 -2.2850
C 4.4112 -3.5056 -0.9360
H 4.5383 -4.0308 -1.8798
H 3.3466 -3.4417 -0.7243
H 4.8858 -4.0889 -0.1501
H 4.9052 -1.6192 -0.0462
H 3.4798 0.1412 -0.2624
H 0.1865 -0.8725 -1.4357
O -2.1894 -0.1951 -0.3611
C -2.3053 -1.1522 -1.4028
C -3.7863 -1.4271 -1.6076
H -3.9128 -2.2140 -2.3451
H -4.2408 -1.7402 -0.6709
H -4.2944 -0.5324 -1.9572
H -1.7796 -2.0715 -1.1176
H -1.8587 -0.7622 -2.3264
N -1.9440 1.4957 1.9234
C -3.1542 2.0333 1.6048
N -3.5539 2.0777 0.3217
H -3.1165 1.4111 -0.3044
C -4.8967 2.4934 -0.0322
C -5.8674 1.3573 -0.0156
C -6.4072 0.6471 1.0153
C -7.2331 -0.3406 0.4251
C -7.1332 -0.1583 -0.9178
O -6.3049 0.8639 -1.1979
H -7.5822 -0.6657 -1.7484
H -7.8197 -1.0775 0.9340
H -6.2384 0.8167 2.0586
H -4.8671 2.9282 -1.0342
H -5.2013 3.2524 0.6944
S -4.0200 2.6968 2.8545
H -1.7109 1.6896 2.8905
H 0.4554 2.0471 2.5004
H 2.5259 3.1047 2.3781
H 2.5671 1.6594 3.4267
H 4.9896 1.3648 2.9086
H 4.6827 2.9582 3.6145
H 4.9487 2.7951 1.8727
*
```

As for the structure (SMILES): CCOc1cc(NC(=S)NCc2ccco2)c(OCC)cc1NC(=O)CC(C)C. Its gap between HOMO and LUMO is 8.13 eV. The LUMO energy is 0.54 eV. The molecular weight comes out at 419.547 g mol⁻¹.


--- b ---
# C21H29N3O4S

C21H29N3O4S in the gas phase (ωB97M-V/def2-TZVPD, the Open Molecules 2025 dataset).

The geometry in ORCA input format:
```
! wB97M-V def2-TZVPD RIJCOSX def2/J DEFGRID3
* xyz 0 1
C -4.9029 0.6044 4.5511
C -3.7400 0.2946 3.6168
C -3.1813 1.5371 2.9346
O -2.6447 2.4534 3.8907
C -2.0348 1.2054 1.9840
C -1.4562 2.4633 1.3288
C -2.5310 0.2809 0.8837
O -3.6399 0.4178 0.3861
N -1.6892 -0.6861 0.4430
C -2.0599 -1.4930 -0.7242
C -0.7801 -2.2563 -1.0450
C 0.3281 -1.3051 -0.5627
N 0.3831 -0.0889 -1.3830
C 0.2878 0.0393 -2.7256
O 0.0314 -0.8468 -3.5220
C 0.6370 1.4548 -3.1955
N 2.0723 1.6657 -3.0885
C 2.9518 1.1377 -4.1092
S 4.6133 1.7322 -3.6772
C 4.1405 1.9779 -1.9507
C 2.6281 2.0208 -1.9047
O 1.9886 2.3018 -0.9033
C 1.7006 -1.9574 -0.4639
C 2.1526 -2.5809 0.6953
C 3.4079 -3.1742 0.7434
C 4.2324 -3.1614 -0.3688
C 3.7856 -2.5597 -1.5369
C 2.5339 -1.9675 -1.5820
C -0.2778 -0.8388 0.7701
H -5.3194 -0.3082 4.9776
H -4.5948 1.2329 5.3898
H -5.7060 1.1161 4.0160
H -2.9284 -0.1859 4.1724
H -4.0740 -0.4005 2.8442
H -3.9772 2.0194 2.3559
H -3.3635 2.7683 4.4458
H -1.2611 0.7122 2.5789
H -0.6101 2.2292 0.6783
H -2.2243 2.9462 0.7223
H -1.1193 3.1633 2.0895
H -2.9023 -2.1448 -0.4948
H -2.3667 -0.8377 -1.5414
H -0.7074 -3.1653 -0.4439
H -0.6849 -2.5137 -2.0941
H 0.7026 0.7442 -0.9005
H 0.3340 1.5553 -4.2346
H 0.1390 2.2086 -2.5861
H 2.9107 0.0464 -4.1399
H 2.6786 1.5287 -5.0886
H 4.4733 1.1621 -1.3073
H 4.5429 2.9129 -1.5692
H 1.5377 -2.6114 1.5839
H 3.7391 -3.6441 1.6605
H 5.2114 -3.6205 -0.3293
H 4.4118 -2.5553 -2.4203
H 2.1882 -1.5320 -2.5097
H 0.1737 0.0921 1.1109
H -0.1406 -1.5894 1.5494
*
```

As for the structure (SMILES): CC[C@@H](O)[C@H](C)C(=O)N1CC[C@](NC(=O)CN2CSCC2=O)(c2ccccc2)C1. Its gap between HOMO and LUMO is 9.80 eV. The LUMO energy is 0.58 eV. The molecular weight comes out at 419.547 g mol⁻¹.


--- c ---
# C21H29N3O4S

C21H29N3O4S in the gas phase (ωB97M-V/def2-TZVPD, the Open Molecules 2025 dataset).

The geometry in ORCA input format:
```
! wB97M-V def2-TZVPD RIJCOSX def2/J DEFGRID3
* xyz 0 1
C -1.0192 -0.9009 3.1157
C -0.4170 -0.0402 2.0111
C -0.6358 -0.6195 0.6206
O -2.0280 -0.6967 0.3034
C -0.0092 0.2445 -0.4728
C -0.2647 -0.3282 -1.8704
C 1.4934 0.3292 -0.2617
O 2.1454 -0.6281 0.1312
N 2.1024 1.5054 -0.5558
C 3.5627 1.6060 -0.4903
C 3.8501 3.0132 -1.0092
C 2.6796 3.2826 -1.9710
N 2.8279 2.4447 -3.1605
C 3.8887 2.4614 -4.0038
O 4.9133 3.0957 -3.8397
C 3.6540 1.6124 -5.2552
N 2.7468 2.3075 -6.1514
C 3.2619 3.3169 -7.0504
S 1.8382 3.8741 -8.0425
C 0.6451 3.1560 -6.8885
C 1.4075 2.2377 -5.9591
O 0.8761 1.5469 -5.1042
C 2.4354 4.7476 -2.3122
C 2.2988 5.1841 -3.6241
C 2.0544 6.5200 -3.9131
C 1.9432 7.4467 -2.8898
C 2.0763 7.0238 -1.5746
C 2.3202 5.6895 -1.2915
C 1.5081 2.6774 -1.1818
H -0.7874 -0.4930 4.0998
H -2.1081 -0.9558 3.0471
H -0.6223 -1.9178 3.0766
H -0.8509 0.9647 2.0395
H 0.6574 0.0558 2.1777
H -0.1849 -1.6170 0.5715
H -2.4509 -1.2807 0.9391
H -0.4651 1.2349 -0.3947
H 0.1816 0.2884 -2.6543
H 0.1697 -1.3266 -1.9441
H -1.3333 -0.3993 -2.0583
H 3.9142 1.4490 0.5292
H 4.0109 0.8305 -1.1140
H 3.8188 3.7373 -0.1953
H 4.8111 3.0991 -1.5060
H 2.0226 1.9150 -3.4710
H 4.6098 1.4627 -5.7531
H 3.2096 0.6496 -5.0040
H 3.7131 4.1433 -6.4960
H 4.0127 2.8870 -7.7133
H 0.1473 3.9133 -6.2823
H -0.1116 2.5819 -7.4180
H 2.3769 4.4775 -4.4378
H 1.9529 6.8339 -4.9447
H 1.7548 8.4884 -3.1128
H 1.9911 7.7361 -0.7641
H 2.4215 5.3855 -0.2567
H 0.6762 2.4203 -1.8385
H 1.1490 3.4008 -0.4448
*
```

As for the structure (SMILES): CC[C@@H](O)[C@H](C)C(=O)N1CC[C@](NC(=O)CN2CSCC2=O)(c2ccccc2)C1. Its gap between HOMO and LUMO is 9.76 eV. The LUMO energy is 0.55 eV. The molecular weight comes out at 419.547 g mol⁻¹.


The winner here is c, beating the second structure by 8.0 kJ/mol.


--- a ---
# C5H12NO2

A gas-phase ion, C5H12NO2 (charge -1) (ωB97M-V/def2-TZVPD, the Open Molecules 2025 dataset).

The geometry in ORCA input format:
```
! wB97M-V def2-TZVPD RIJCOSX def2/J DEFGRID3
* xyz -1 1
C 1.5355 1.0721 0.0903
N 0.6233 0.1457 0.8097
C -0.8212 0.2062 0.4282
C -1.5985 -0.4633 1.5871
O -2.7490 -1.1098 1.2125
C -1.2050 -0.4161 -0.9563
O -1.4467 -1.8064 -0.8883
C 2.3436 0.5102 -1.0838
H 2.1359 1.5586 0.8597
H 0.9335 1.8386 -0.3797
H 0.9057 -0.8055 0.6241
H -1.0504 1.2742 0.3550
H -0.8497 -1.1555 2.0477
H -1.7455 0.2276 2.4369
H -2.1877 -1.8062 -0.0426
H -2.0906 0.1344 -1.3245
H -0.3437 -0.3398 -1.6020
H 2.7296 -0.5105 -0.8628
H 3.1866 1.1475 -1.3946
H 1.6943 0.2980 -1.9165
*
```

As for the structure (SMILES): CCN[C@H](C[O-])CO. Its gap between HOMO and LUMO is 6.75 eV. The LUMO energy is 3.66 eV. The molecular weight comes out at 118.156 g mol⁻¹.


--- b ---
# C5H12NO2

2 unconnected molecules or ions with the total composition C5H12NO2 (ωB97M-V/def2-TZVPD, the Open Molecules 2025 dataset).

The geometry in ORCA input format:
```
! wB97M-V def2-TZVPD RIJCOSX def2/J DEFGRID3
* xyz -1 1
C 2.4505 0.0010 -0.3635
O 3.2873 1.0808 -0.0829
C 1.0797 0.6699 -0.8114
C 0.0055 -0.3268 -1.4464
C -0.4931 -1.0403 -0.3018
C -1.7527 -1.1843 0.3956
N -1.8747 -1.6432 1.6252
H 2.8858 -0.4299 -1.3450
H 2.4779 -0.7581 0.4693
H 0.5431 1.0135 0.0767
H 1.2409 1.3921 -1.6072
H 0.5088 -0.9700 -2.1204
H -0.6631 0.0743 -2.1965
H 0.1917 -1.6137 0.3213
H -2.8056 -0.9792 -0.0291
H -0.9325 -1.6997 2.1296
H -3.1427 0.8730 0.6585
H -1.9070 1.6044 0.7755
H 2.9236 1.6560 0.5537
O -2.7795 1.7470 0.8457
*
```

Its gap between HOMO and LUMO is 5.07 eV. The LUMO energy is 3.50 eV. The molecular weight comes out at 118.156 g mol⁻¹.


The winner here is a, beating the second structure by 159.6 kJ/mol.